[1]
{
  "formula": "C2H2NO4S",
  "method": "wB97M-V/def2-TZVPD",
  "energy_ha": -831.31058,
  "e_above_lowest_ev": 1.0778,
  "gap_ev": 7.24,
  "charge": -1,
  "lumo_ev": 3.87,
  "e_homo_ev": -3.4,
  "species": ["C", "C", "N", "O", "O", "O", "O", "S", "H", "H"],
  "positions_angstrom": [[0.0832, -0.2761, 0.2932], [-0.6518, -1.3895, -0.2522], [1.5958, -0.1781, 0.3761], [-1.1044, -2.0824, -1.0877], [-0.5616, -1.3555, 1.0458], [-0.2207, 1.9179, -1.0286], [-2.3102, 1.2537, 0.0463], [-0.8864, 1.4966, 0.1673], [1.9704, 0.5899, 0.9721], [2.0858, 0.0235, -0.5323]]
}

[2]
{
  "formula": "C2H2O2",
  "method": "wB97M-V/def2-TZVPD",
  "energy_ha": -227.80309,
  "e_above_lowest_ev": 1.2165,
  "gap_ev": 9.48,
  "charge": 0,
  "lumo_ev": -0.67,
  "e_homo_ev": -10.2,
  "species": ["C", "C", "H", "H", "O", "O"],
  "positions_angstrom": [[-0.2983, 0.6919, -0.2984], [0.2736, -0.6826, 0.1276], [-1.4410, 0.7254, -0.5232], [-0.3255, -1.4769, 1.1010], [0.3922, 1.6997, -0.1533], [1.3990, -0.9576, -0.2537]]
}

[3]
{
  "formula": "C2H2O2",
  "method": "wB97M-V/def2-TZVPD",
  "energy_ha": -227.46812,
  "e_above_lowest_ev": 10.3317,
  "gap_ev": [6.12, 6.14],
  "charge": 0,
  "lumo_ev": [-3.93, -3.93],
  "e_homo_ev": [-10.1, -10.1],
  "species": ["C", "C", "O", "O", "H", "H"],
  "positions_angstrom": [[-1.8112, 0.7148, 0.1109], [-0.6825, 0.9973, 0.1593], [2.7714, 0.0226, 0.4093], [2.0459, 0.8812, -0.2790], [-2.8208, 0.8817, 0.5126], [2.8154, -0.9232, -0.0857]]
}

[4]
{
  "formula": "C2H2O2",
  "method": "wB97M-V/def2-TZVPD",
  "energy_ha": -227.76123,
  "e_above_lowest_ev": 2.3555,
  "gap_ev": 9.59,
  "charge": 0,
  "lumo_ev": 0.17,
  "e_homo_ev": -9.4,
  "species": ["O", "C", "C", "O", "H", "H"],
  "positions_angstrom": [[1.5800, -0.5522, -0.7578], [0.9432, -0.1032, 0.1329], [-1.1990, 0.4302, -0.4909], [-0.4393, -0.3391, 0.2670], [1.3120, 0.4872, 0.9809], [-2.2160, 0.0471, -0.2405]]
}

[5]
{
  "formula": "C2H2O2P",
  "method": "wB97M-V/def2-TZVPD",
  "energy_ha": -569.26555,
  "e_above_lowest_ev": 0.3485,
  "gap_ev": 8.50,
  "charge": -1,
  "lumo_ev": 4.41,
  "e_homo_ev": -4.1,
  "smiles": "O=P1([O-])C=C1",
  "species": ["C", "C", "O", "O", "P", "H", "H"],
  "positions_angstrom": [[0.7456, -0.0102, -0.6779], [0.7201, 0.0756, 0.6634], [-1.8959, 1.2785, 0.0289], [-1.6415, -1.3612, 0.0075], [-0.9522, -0.0525, -0.0372], [1.5390, -0.0799, -1.4107], [1.4848, 0.1497, 1.4260]]
}

[6]
{
  "formula": "C2H2O2S",
  "method": "wB97M-V/def2-TZVPD",
  "energy_ha": -625.97457,
  "e_above_lowest_ev": 2.3890,
  "gap_ev": 9.12,
  "charge": 0,
  "lumo_ev": -1.13,
  "e_homo_ev": -10.3,
  "species": ["C", "C", "O", "O", "S", "H", "H"],
  "positions_angstrom": [[-1.0651, -0.6648, 0.6211], [-0.5095, -1.6725, 0.1676], [0.1261, 2.2816, -0.2087], [1.8294, 0.5735, -0.8425], [1.4597, 1.9659, -0.5715], [-1.7180, 0.1779, 0.8927], [-0.1226, -2.6615, -0.0587]]
}